Entry from the Open Molecules 2025 dataset: a 7-piece molecular cluster, C45H92N3O14PSSi overall at a distorted geometry (wB97M-V/def2-TZVPD).

Geometry as XYZ:
```
157
Properties=species:S:1:pos:R:3:lowdin_charge:R:1
C -1.978 -2.964 2.213 -0.1832
Si -3.257 -2.049 1.115 0.5803
C -4.833 -3.138 0.865 -0.1776
C -3.884 -0.411 1.882 -0.2585
C -2.813 0.255 2.882 -0.2522
C -1.741 0.955 1.956 -0.2389
C -0.809 2.018 2.668 -0.1800
C -0.274 3.023 1.531 -0.1959
C 1.196 2.658 1.024 -0.2039
C 1.249 1.135 0.602 -0.2862
C 2.380 0.765 -0.437 -0.3383
P 2.737 -1.097 -0.238 0.9604
C 3.413 -1.588 -1.935 -0.4034
C 3.724 -3.136 -2.121 -0.5034
S 4.583 -3.947 -0.703 0.9062
C 3.318 -4.403 0.513 -0.6183
N 1.977 -4.187 0.423 0.0133
N 1.480 -4.701 1.594 0.0105
C 2.482 -5.173 2.343 -0.1307
O 3.716 -5.022 1.687 -0.0085
N 4.012 -1.162 1.022 -0.0717
C 5.027 -0.592 0.597 -0.4433
O 5.927 0.136 0.418 0.1337
C -2.531 -1.831 -0.657 -0.2316
C -2.226 -0.535 -1.289 -0.0790
C -1.707 -0.566 -2.688 -0.0758
C -1.512 -1.825 -3.441 -0.0757
C -1.795 -3.129 -2.795 -0.0742
C -2.304 -3.103 -1.417 -0.0954
H -1.380 -3.692 1.583 0.0266
H -1.257 -2.256 2.723 0.0296
H -2.547 -3.578 2.979 0.0415
H -5.508 -2.512 0.199 0.0360
H -4.536 -4.027 0.237 0.0259
H -5.322 -3.414 1.837 0.0226
H -4.765 -0.689 2.542 0.0768
H -4.211 0.357 1.121 0.0793
H -3.322 0.972 3.599 0.1073
H -2.381 -0.558 3.535 0.0898
H -1.084 0.123 1.555 0.0991
H -2.310 1.488 1.146 0.0921
H -1.318 2.601 3.490 0.1081
H 0.099 1.495 3.087 0.1056
H -0.329 4.070 1.948 0.0939
H -0.924 3.018 0.607 0.1038
H 1.978 2.949 1.778 0.1002
H 1.347 3.275 0.086 0.1136
H 1.247 0.501 1.535 0.0937
H 0.260 0.916 0.091 0.0942
H 1.937 0.880 -1.475 0.0896
H 3.312 1.376 -0.284 0.0807
H 2.604 -1.306 -2.678 0.0903
H 4.335 -0.970 -2.139 0.0575
H 4.445 -3.221 -2.992 0.0808
H 2.786 -3.672 -2.438 0.0869
H 2.329 -5.619 3.357 0.1393
H -2.396 0.427 -0.750 0.0745
H -1.472 0.374 -3.259 0.0815
H -1.152 -1.856 -4.502 0.0697
H -1.671 -4.119 -3.292 0.0925
H -2.552 -4.084 -0.923 0.0907
C -0.551 -0.171 -6.460 -0.1195
O 0.554 -1.017 -6.180 -0.2130
C 1.118 -1.601 -7.349 -0.1942
C 2.311 -0.808 -7.872 -0.1989
O 1.946 0.505 -8.278 -0.1909
C 2.160 1.476 -7.263 -0.1057
H -0.685 0.508 -5.616 0.0819
H -0.398 0.429 -7.361 0.0867
H -1.458 -0.771 -6.580 0.0890
H 0.351 -1.716 -8.122 0.1276
H 1.463 -2.602 -7.071 0.1246
H 2.704 -1.321 -8.754 0.1241
H 3.112 -0.769 -7.127 0.1224
H 3.209 1.787 -7.263 0.0833
H 1.897 1.106 -6.270 0.0816
H 1.535 2.341 -7.486 0.0918
C -6.134 -1.308 -2.792 -0.1069
O -7.290 -1.272 -1.967 -0.2018
C -8.440 -0.780 -2.643 -0.2009
C -9.306 -1.904 -3.200 -0.2010
O -8.623 -2.671 -4.184 -0.1937
C -8.018 -3.840 -3.650 -0.1115
H -5.425 -2.014 -2.357 0.0791
H -6.358 -1.634 -3.811 0.0848
H -5.671 -0.318 -2.828 0.0890
H -8.145 -0.081 -3.433 0.1256
H -9.028 -0.221 -1.908 0.1233
H -10.178 -1.459 -3.687 0.1225
H -9.671 -2.553 -2.396 0.1249
H -8.761 -4.639 -3.571 0.0871
H -7.571 -3.666 -2.669 0.0818
H -7.230 -4.156 -4.336 0.0901
C -7.148 -5.543 3.761 -0.1113
O -6.929 -4.147 3.889 -0.2123
C -8.113 -3.381 3.697 -0.1985
C -8.799 -3.037 5.015 -0.1991
O -9.243 -4.197 5.708 -0.1935
C -8.313 -4.646 6.684 -0.1130
H -6.336 -6.064 4.271 0.0907
H -8.093 -5.860 4.211 0.0833
H -7.143 -5.827 2.704 0.0881
H -8.798 -3.905 3.022 0.1272
H -7.814 -2.448 3.209 0.1232
H -9.684 -2.435 4.795 0.1235
H -8.141 -2.438 5.654 0.1258
H -8.436 -4.070 7.606 0.0876
H -7.279 -4.560 6.344 0.0819
H -8.522 -5.696 6.892 0.0899
C 6.823 0.746 -2.220 -0.1322
O 7.678 0.930 -3.339 -0.1829
C 6.985 0.888 -4.580 -0.1968
C 6.611 2.279 -5.082 -0.1988
O 5.712 2.943 -4.202 -0.1957
C 6.371 3.805 -3.285 -0.1101
H 7.321 1.150 -1.340 0.0849
H 5.866 1.261 -2.339 0.0819
H 6.639 -0.321 -2.065 0.0762
H 6.099 0.249 -4.498 0.1205
H 7.661 0.428 -5.308 0.1248
H 6.102 2.173 -6.043 0.1180
H 7.505 2.889 -5.246 0.1264
H 6.581 4.766 -3.765 0.0880
H 7.305 3.380 -2.911 0.0839
H 5.705 3.971 -2.438 0.0896
C 3.588 8.423 1.671 -0.1138
O 2.863 8.841 2.817 -0.1935
C 1.453 8.800 2.628 -0.1989
C 0.838 7.504 3.146 -0.1985
O 1.318 6.364 2.444 -0.2050
C 2.406 5.729 3.101 -0.1128
H 4.588 8.126 1.990 0.0900
H 3.120 7.572 1.170 0.0823
H 3.674 9.252 0.962 0.0875
H 1.208 8.957 1.572 0.1254
H 1.030 9.635 3.196 0.1241
H -0.243 7.549 2.988 0.1238
H 1.011 7.391 4.222 0.1266
H 2.028 5.065 3.884 0.0911
H 3.102 6.445 3.544 0.0837
H 2.947 5.135 2.364 0.0826
C 6.490 -0.271 6.566 -0.1145
O 7.344 -0.081 5.450 -0.1924
C 6.650 -0.112 4.207 -0.1965
C 6.281 1.283 3.715 -0.1933
O 5.384 1.944 4.602 -0.1942
C 6.047 2.797 5.523 -0.1133
H 6.991 0.127 7.450 0.0898
H 5.534 0.247 6.452 0.0828
H 6.302 -1.338 6.715 0.0873
H 5.762 -0.749 4.285 0.1263
H 7.324 -0.569 3.476 0.1252
H 5.772 1.185 2.755 0.1028
H 7.177 1.892 3.555 0.1296
H 6.259 3.761 5.051 0.0867
H 6.980 2.366 5.893 0.0831
H 5.381 2.958 6.373 0.0897
```

For the HOMO-LUMO gap, the calculation gives 8.69 eV. The calculation puts the molecular weight at 990.4 g mol⁻¹. The SMILES is C[Si](C)(CCCCCCCCP(CCSc1nnco1)N=C=O)c1ccccc1.COCCOC.COCCOC.COCCOC.COCCOC.COCCOC.COCCOC.

***

Entry from the Open Molecules 2025 dataset: a 5-piece molecular cluster, C45H99BFN6O10S overall at a distorted geometry (wB97M-V/def2-TZVPD).

Geometry as XYZ:
```
163
Properties=species:S:1:pos:R:3:lowdin_charge:R:1
C -1.395 -2.354 1.151 -0.1557
C -2.845 -3.141 1.260 -0.2686
C -2.996 -4.341 0.141 -0.2428
C -4.169 -5.414 0.590 -0.2013
C -5.680 -4.809 0.214 -0.2012
C -6.613 -5.995 -0.435 -0.2021
C -6.970 -5.624 -2.023 -0.2034
C -5.898 -6.378 -3.061 -0.1933
C -4.734 -5.317 -3.535 -0.2252
C -4.191 -5.717 -5.030 -0.2123
C -2.715 -6.421 -4.917 -0.1985
C -1.613 -5.489 -5.715 -0.2158
C -0.559 -4.706 -4.707 -0.1996
C -1.185 -3.257 -4.158 -0.1952
C -1.504 -2.220 -5.380 -0.1411
C -0.784 -0.721 -5.198 -0.0011
N 0.290 -0.485 -4.193 0.1372
N 0.821 0.765 -4.118 -0.0326
B 1.906 0.945 -3.022 -0.3953
O 3.098 1.780 -3.273 0.0830
O 1.609 0.232 -1.740 0.0754
C 0.553 2.015 -4.917 0.1271
C -0.601 1.912 -6.124 -0.3738
S -0.982 3.392 -7.224 0.7070
C -1.358 0.427 -6.273 -0.0028
C -2.543 0.159 -7.372 -0.1135
C -3.754 1.262 -7.047 -0.1234
F -3.787 1.647 -5.590 -0.1483
H -0.546 -3.048 1.585 0.0868
H -1.242 -2.086 0.009 0.0607
H -1.491 -1.326 1.716 0.0745
H -2.888 -3.589 2.364 0.1128
H -3.775 -2.400 1.185 0.1177
H -1.988 -4.933 -0.007 0.1106
H -3.301 -3.846 -0.886 0.0898
H -4.119 -5.465 1.778 0.1095
H -4.007 -6.502 0.134 0.1075
H -6.115 -4.374 1.216 0.1067
H -5.521 -3.907 -0.516 0.1031
H -6.128 -7.068 -0.405 0.1029
H -7.619 -6.037 0.202 0.1116
H -8.028 -6.129 -2.224 0.1125
H -6.998 -4.458 -2.214 0.0970
H -5.342 -7.230 -2.439 0.1139
H -6.463 -6.909 -3.950 0.1083
H -5.058 -4.193 -3.517 0.1034
H -3.837 -5.429 -2.757 0.0972
H -4.968 -6.471 -5.517 0.1111
H -4.191 -4.760 -5.704 0.0955
H -2.383 -6.705 -3.828 0.1133
H -2.790 -7.450 -5.515 0.1170
H -0.938 -6.228 -6.362 0.1146
H -2.116 -4.756 -6.496 0.0979
H 0.519 -4.594 -5.160 0.1136
H -0.448 -5.402 -3.751 0.1159
H -0.437 -2.873 -3.346 0.1034
H -2.178 -3.556 -3.585 0.1093
H -1.112 -2.711 -6.370 0.1266
H -2.685 -2.136 -5.455 0.1282
H 3.078 2.490 -2.548 0.1364
H 0.598 0.140 -1.621 0.1304
H 1.111 3.031 -4.724 0.1502
H -0.444 3.190 -8.525 -0.0742
H -3.054 -0.892 -7.312 0.1170
H -2.149 0.432 -8.457 0.1439
H -3.616 2.264 -7.636 0.0987
H -4.808 0.809 -7.278 0.1362
C 3.631 7.281 -0.171 -0.1003
O 4.767 7.166 -1.019 -0.1925
C 5.013 5.819 -1.445 -0.2005
C 4.755 5.681 -2.955 -0.2025
N 3.324 5.787 -3.260 -0.0596
C 3.040 5.910 -4.694 -0.2096
C 3.545 7.181 -5.405 -0.2118
O 2.895 8.379 -4.973 -0.1789
C 3.473 8.979 -3.820 -0.0924
H 3.598 8.303 0.216 0.0942
H 2.710 7.098 -0.730 0.0753
H 3.701 6.591 0.675 0.0791
H 4.432 5.089 -0.870 0.1096
H 6.072 5.620 -1.255 0.1222
H 5.126 4.709 -3.296 0.1178
H 5.324 6.466 -3.462 0.1041
H 2.943 6.603 -2.788 0.0689
H 1.949 5.877 -4.798 0.1083
H 3.430 5.026 -5.213 0.1111
H 3.296 7.077 -6.467 0.1202
H 4.634 7.286 -5.363 0.1119
H 4.549 8.808 -3.753 0.0904
H 2.970 8.620 -2.922 0.0689
H 3.299 10.058 -3.877 0.0930
C -9.506 1.781 1.908 -0.1140
O -10.454 0.721 1.885 -0.1996
C -11.115 0.591 0.620 -0.2023
C -10.695 -0.717 -0.071 -0.2037
N -9.300 -0.655 -0.519 -0.0564
C -8.768 -1.949 -0.960 -0.1948
C -8.643 -3.057 0.104 -0.2054
O -7.668 -2.780 1.113 -0.2227
C -8.153 -2.002 2.201 -0.0840
H -9.154 1.899 2.937 0.0906
H -8.645 1.544 1.278 0.0739
H -9.960 2.722 1.586 0.0872
H -10.948 1.458 -0.028 0.1203
H -12.189 0.541 0.832 0.1202
H -11.344 -0.893 -0.935 0.1216
H -10.842 -1.533 0.644 0.1012
H -8.720 -0.316 0.245 0.0669
H -7.767 -1.754 -1.362 0.1134
H -9.374 -2.318 -1.796 0.1183
H -8.287 -3.959 -0.409 0.0775
H -9.606 -3.329 0.550 0.1166
H -9.212 -2.178 2.404 0.0921
H -7.969 -0.944 2.013 0.0696
H -7.582 -2.275 3.093 0.0912
C 8.353 2.656 1.750 -0.1132
O 7.611 1.959 2.744 -0.1988
C 7.851 2.452 4.068 -0.1915
C 6.590 3.140 4.619 -0.2047
N 6.328 4.403 3.922 -0.0532
C 5.014 4.979 4.228 -0.1921
C 3.774 4.181 3.780 -0.2103
O 3.624 4.098 2.360 -0.1958
C 4.342 3.029 1.754 -0.0991
H 8.221 2.133 0.799 0.0879
H 7.980 3.677 1.633 0.0737
H 9.418 2.671 1.994 0.0885
H 8.721 3.116 4.113 0.1236
H 8.069 1.579 4.692 0.1107
H 6.726 3.338 5.687 0.1131
H 5.753 2.444 4.500 0.0983
H 6.381 4.246 2.918 0.0664
H 4.980 5.958 3.734 0.1149
H 4.950 5.171 5.306 0.1186
H 2.892 4.726 4.138 0.1196
H 3.718 3.189 4.240 0.1106
H 4.438 2.163 2.411 0.0916
H 5.323 3.377 1.431 0.0658
H 3.797 2.722 0.857 0.0771
C 6.638 -1.047 10.991 -0.1131
O 7.774 -1.163 10.143 -0.2014
C 8.020 -2.509 9.718 -0.2027
C 7.762 -2.647 8.208 -0.2051
N 6.331 -2.542 7.902 -0.0562
C 6.047 -2.418 6.468 -0.1956
C 6.552 -1.147 5.757 -0.2170
O 5.902 0.051 6.189 -0.1941
C 6.480 0.651 7.342 -0.0964
H 6.605 -0.025 11.378 0.0902
H 5.717 -1.231 10.432 0.0753
H 6.708 -1.737 11.837 0.0876
H 7.439 -3.239 10.292 0.1211
H 9.079 -2.709 9.907 0.1194
H 8.133 -3.619 7.867 0.1215
H 8.331 -1.863 7.700 0.0996
H 5.950 -1.725 8.374 0.0673
H 4.956 -2.451 6.364 0.1170
H 6.437 -3.302 5.949 0.1166
H 6.303 -1.251 4.695 0.1200
H 7.641 -1.042 5.799 0.1067
H 7.556 0.480 7.409 0.0927
H 5.977 0.292 8.240 0.0714
H 6.306 1.730 7.285 0.0750
```

For the HOMO-LUMO gap, the calculation gives 4.63 eV. As for the net charge: +1. The calculation puts the molecular weight at 946.2 g mol⁻¹. Its energy above the lowest of the compared OMol25 structures with the same formula, charge and spin is 278.7 kcal per mole.

***

Entry from the Open Molecules 2025 dataset: a 11-piece molecular cluster, C46H100Br4N7O7 overall at a distorted geometry (wB97M-V/def2-TZVPD).

Geometry as XYZ:
```
164
Properties=species:S:1:pos:R:3:lowdin_charge:R:1
C 13.583 22.489 11.117 0.0338
C 14.334 21.547 12.025 -0.4329
O 13.952 20.577 12.569 0.1495
N 15.817 21.814 12.163 0.0128
H 16.093 22.766 12.621 -0.0258
H 16.241 21.040 12.730 0.0497
C 16.447 21.911 10.816 -0.0484
H 12.992 21.900 10.484 0.0770
H 14.349 23.161 10.608 0.1055
H 12.944 23.123 11.763 0.1125
H 17.455 21.456 10.791 0.1000
H 16.458 22.962 10.530 0.0912
H 15.815 21.336 10.132 0.0871
C 15.674 28.465 13.774 0.0135
C 15.586 28.167 15.196 -0.4192
O 15.843 28.853 16.129 0.1939
N 15.136 26.753 15.504 -0.0336
H 15.825 25.998 15.277 -0.0464
H 15.021 26.696 16.514 0.1693
C 13.813 26.472 14.932 -0.0777
H 14.725 28.416 13.245 0.1075
H 16.321 27.753 13.371 0.0369
H 16.118 29.434 13.608 0.1125
H 13.997 26.244 13.792 0.0763
H 13.228 27.418 15.068 0.1258
H 13.435 25.587 15.424 0.0921
C 14.892 18.338 9.378 -0.0610
C 15.218 16.982 8.842 -0.5000
C 15.887 17.070 7.432 -0.1166
C 16.578 15.772 6.986 -0.1386
C 17.157 15.036 8.200 -0.1052
C 17.482 15.896 9.394 -0.5253
N 16.232 16.471 9.801 -0.0616
O 15.947 16.587 11.001 -0.0206
C 18.445 17.081 9.184 0.0122
C 18.066 15.123 10.479 -0.0323
C 13.921 16.229 8.759 -0.0123
H 14.063 18.297 10.183 0.1203
H 14.406 18.963 8.608 0.1010
H 15.833 18.825 9.779 0.0722
H 16.604 17.875 7.350 0.0988
H 15.002 17.382 6.763 0.1538
H 17.430 16.110 6.368 0.1231
H 16.044 15.126 6.309 0.1118
H 18.071 14.559 7.860 0.1379
H 16.581 14.255 8.583 0.1078
H 19.469 16.718 9.343 0.1058
H 18.369 17.826 9.989 0.0402
H 18.388 17.651 8.230 0.0964
H 18.362 15.714 11.327 0.0846
H 18.923 14.653 10.069 0.0967
H 17.343 14.349 10.852 0.1245
H 13.521 16.093 9.743 0.0797
H 13.856 15.353 8.109 0.0971
H 13.236 16.950 8.220 0.1193
C 6.480 11.212 24.848 -0.0083
C 6.563 12.405 23.985 -0.4697
C 7.959 12.745 23.339 -0.2417
C 7.984 13.094 21.882 -0.6625
C 7.132 12.380 20.932 -0.1769
C 6.171 11.213 21.628 -0.4040
N 5.707 12.052 22.780 -0.0859
O 4.711 12.666 22.673 0.1631
C 7.141 10.090 21.793 -0.0140
C 5.150 11.053 20.563 -0.0402
C 6.120 13.700 24.654 -0.0175
H 5.327 11.095 24.887 0.1396
H 6.674 11.235 25.981 0.1383
H 7.111 10.424 24.385 0.0872
H 8.789 12.049 23.617 0.0916
H 8.265 13.626 23.947 0.1171
H 7.736 14.295 21.781 0.1722
H 6.322 12.961 20.475 0.1233
H 16.516 5.418 28.692 -0.1778
H 7.687 11.728 20.292 0.0847
H 8.192 10.327 22.063 0.0925
H 7.200 9.600 20.790 0.1277
H 6.847 9.484 22.628 0.0787
H 4.808 10.022 20.355 0.1109
H 5.646 11.109 19.552 0.1116
H 4.426 11.857 20.399 0.1016
H 6.977 13.868 25.282 0.0876
H 5.325 13.498 25.314 0.0707
H 5.842 14.693 24.086 0.1511
C 20.370 20.146 19.132 0.0049
C 19.965 18.869 18.342 -0.4462
C 19.265 17.885 19.303 -0.1144
C 18.492 16.716 18.631 -0.1245
C 17.378 17.318 17.725 -0.1259
C 17.802 18.342 16.723 -0.4570
N 18.900 19.241 17.258 -0.0268
O 19.055 20.354 16.767 0.1325
C 16.733 19.180 16.139 -0.0443
C 18.676 17.648 15.592 -0.0112
C 21.058 18.258 17.529 -0.0086
H 20.583 20.944 18.449 0.0779
H 21.242 19.857 19.683 0.0894
H 19.625 20.444 19.898 0.1038
H 18.492 18.431 19.915 0.1358
H 20.079 17.524 20.000 0.1495
H 18.048 15.925 19.228 0.1197
H 19.157 16.181 17.949 0.0957
H 16.455 17.693 18.172 0.1221
H 17.033 16.614 17.019 0.1127
H 16.260 19.902 16.821 0.1112
H 16.004 18.502 15.732 0.0862
H 17.138 19.494 15.146 0.0252
H 19.362 18.395 15.193 0.1006
H 17.971 17.368 14.893 -0.0008
H 19.270 16.845 15.901 0.0568
H 21.900 18.026 18.258 0.1324
H 21.441 18.936 16.839 0.0795
H 20.688 17.245 17.139 0.1012
C 10.312 7.255 10.236 -0.0081
C 10.585 8.558 10.949 -0.4158
C 9.294 9.259 11.521 -0.1060
C 9.532 10.432 12.435 -0.1545
C 10.431 9.982 13.637 -0.1077
C 11.822 9.406 13.372 -0.4421
N 11.499 8.322 12.174 0.0188
O 11.727 7.226 12.404 0.2180
C 12.376 8.599 14.469 -0.0302
C 12.747 10.459 12.827 -0.0395
C 11.307 9.526 9.998 -0.0058
H 11.176 6.693 9.983 0.0907
H 9.616 7.610 9.411 0.1376
H 9.733 6.637 10.916 0.0937
H 8.838 8.529 12.188 0.1311
H 8.610 9.486 10.758 0.1202
H 8.640 10.753 12.842 0.0904
H 9.869 11.342 11.911 0.1158
H 9.942 9.202 14.241 0.1386
H 10.707 10.806 14.286 0.0631
H 11.874 7.647 14.598 0.0972
H 12.340 9.181 15.389 0.0660
H 13.407 8.360 14.217 0.1081
H 13.146 11.229 13.508 0.0308
H 12.148 11.021 12.124 0.0662
H 13.593 9.887 12.406 0.1085
H 12.382 9.430 10.043 0.0930
H 10.975 10.537 10.141 0.0749
H 11.114 9.288 8.970 0.0904
C 9.410 15.951 14.755 -0.0358
C 10.839 15.945 15.260 -0.3418
C 10.888 16.465 16.668 -0.2429
O 12.195 16.488 17.150 -0.2029
C 12.570 17.459 18.181 -0.0334
N 11.487 14.564 15.137 0.1030
H 11.927 14.348 14.227 0.1445
H 12.249 14.387 15.807 -0.0030
H 10.897 13.737 15.313 0.0495
H 8.902 16.813 15.115 0.0793
H 8.960 15.059 15.174 0.0851
H 9.537 15.895 13.636 0.1107
H 11.525 16.540 14.576 0.1714
H 10.105 15.909 17.318 0.1664
H 10.469 17.512 16.623 0.1463
H 11.783 17.481 18.954 0.1025
H 12.915 18.379 17.714 0.0854
H 13.477 17.019 18.598 0.0825
Br 17.174 18.634 12.528 0.0319
Br 12.617 12.046 16.111 -0.1409
Br 16.338 24.848 13.570 0.0335
Br 9.890 12.789 21.485 0.7635
```

For the HOMO-LUMO gap, the calculation gives 0.75 eV. As for the net charge: +3. The calculation puts the molecular weight at 1183.0 g mol⁻¹.